1.
Density functional theory data (the ωB97M-V functional and the def2-TZVPD basis) for a single C4H12N2O molecule in a non-equilibrium geometry.

XYZ file:
```
19
Properties=species:S:1:pos:R:3:forces:R:3:lowdin_charge:R:1
H -0.984439 2.317988 0.531385 -0.001 -0.221 0.273 0.0711
H 2.500601 0.986733 -0.422358 -0.072 0.114 0.077 0.0904
H -2.400838 1.344109 0.115439 -0.125 0.111 -0.184 0.0782
O 1.570101 -0.999358 1.074031 0.438 0.088 0.313 -0.0608
H -0.547891 -2.625514 0.908546 0.127 -0.290 -0.142 0.0588
C 0.640013 0.243339 -0.831732 -0.505 0.331 -0.328 -0.3880
H 1.330427 2.140001 -0.585570 0.055 -0.114 -0.083 0.0861
C 0.693367 -1.077243 -0.009416 -2.490 -0.599 1.466 -0.3291
H -1.245872 -1.196159 1.457642 0.194 0.547 -0.376 0.0541
H 1.584284 -0.069284 1.357050 0.022 -0.146 -0.136 0.0776
H -1.278923 0.262750 -1.484473 0.139 0.175 0.030 0.0971
H -1.128139 0.515339 1.048877 -0.310 2.031 -0.665 0.0686
N 1.534574 1.217911 -0.216398 0.097 0.028 -0.064 0.0427
C -0.784254 -1.619969 0.568864 2.247 -0.743 -1.068 -0.0436
H -1.450770 -1.746451 -0.280138 -0.414 0.218 0.121 0.0617
N -0.670644 0.889133 -0.967780 0.094 -0.353 -0.831 -0.0969
C -1.324512 1.319490 0.250517 0.549 -1.408 1.309 -0.1322
H 0.928254 -0.002376 -1.869351 -0.008 0.076 0.270 0.1372
H 1.034663 -1.900437 -0.645133 -0.038 0.155 0.017 0.1270
```
Forces are in eV/Å.

Its multiplicity is 1. The structure (SMILES) is CN[C@@H](N)[C@H](C)O. For the HOMO energy, the calculation gives -8.813 eV. Its largest force on an atom is 0.0574 hartree/bohr. The calculation puts the total energy at -9369.211 eV. Its relative energy (zero: lowest compared OMol25 entry of this formula, charge and spin) is 45.73 kcal per mole.

2.
Density functional theory data (the ωB97M-V functional and the def2-TZVPD basis) for a single C4H12N2O molecule in a non-equilibrium geometry.

XYZ file:
```
19
Properties=species:S:1:pos:R:3:forces:R:3:lowdin_charge:R:1
C 0.502547 0.674832 -0.160378 -0.096 1.085 0.497 -0.3820
C -0.325517 -0.445924 0.444966 0.329 -2.922 -0.624 -0.2155
H -0.175338 -0.772039 1.493042 0.159 1.309 0.042 0.1285
N 0.016737 -1.706683 -0.231410 0.616 0.690 -0.389 -0.1619
H 1.331514 3.253869 0.064573 0.136 0.829 -0.391 0.0738
H -0.576059 1.802407 1.344925 0.401 -0.293 0.142 0.1217
H -1.802230 -2.773265 0.156406 0.441 0.086 0.091 0.0782
C 0.402401 1.827124 0.845843 -0.609 1.610 0.552 -0.2005
H 0.377231 -1.602890 -1.159126 -0.380 0.101 -0.327 0.0886
C -0.702679 -2.918574 0.039182 -0.561 0.699 0.352 -0.1501
H -0.294057 -3.313329 0.981741 -0.382 -0.594 -0.327 0.0741
H 0.600276 1.270487 -2.166184 0.404 -0.362 0.005 0.0677
H 1.565812 0.412282 -0.262326 -0.366 -0.306 -0.105 0.1439
O 0.404296 3.196365 0.304006 0.583 -1.591 0.018 -0.0915
H -0.475321 2.013333 -1.301429 -0.314 0.002 0.025 0.0612
H -0.613466 -3.577328 -0.820974 0.345 -0.363 0.289 0.0748
N -0.077534 1.092141 -1.441870 -0.153 -0.021 -0.073 0.0516
H 1.231528 1.810353 1.561981 -0.391 -0.422 0.195 0.1213
H -1.390141 -0.243158 0.307035 -0.162 0.463 0.027 0.1160
```
Forces are in eV/Å.

Its multiplicity is 1. The structure (SMILES) is CNC[C@@H](N)CO. For the HOMO energy, the calculation gives -8.119 eV. Its largest force on an atom is 0.0585 hartree/bohr. The calculation puts the total energy at -9369.069 eV. Its relative energy (zero: lowest compared OMol25 entry of this formula, charge and spin) is 48.99 kcal per mole.

3.
Density functional theory data (the ωB97M-V functional and the def2-TZVPD basis) for a single C4H12N2O molecule in a non-equilibrium geometry.

XYZ file:
```
19
Properties=species:S:1:pos:R:3:forces:R:3:lowdin_charge:R:1
C -0.349276 -0.361225 0.352921 0.823 1.199 0.166 -0.3804
N 0.323904 -1.493084 -0.341936 -1.417 -0.122 0.548 0.0482
H 0.153999 -0.285391 1.323130 0.054 0.061 -0.093 0.1334
H -2.295911 -1.202305 0.016410 0.193 -0.169 0.400 0.1215
C -0.093928 0.957862 -0.398198 0.425 0.337 -0.743 -0.1746
H 1.452731 0.347803 -1.862822 -0.169 -0.656 0.754 0.0967
C -1.826461 -0.495650 0.730391 -0.263 -0.999 -0.927 -0.2333
H -0.859631 1.134530 -1.164310 0.010 -0.281 -0.034 0.1101
H 0.432263 -2.184806 0.388595 0.336 -0.325 0.027 0.0661
H 2.355415 0.520622 0.545682 -0.342 -0.103 0.054 0.0585
N 2.354974 1.261554 -0.144411 0.591 0.077 0.326 0.0005
H -0.155270 1.844246 0.239675 -0.279 -0.301 0.437 0.1168
H 3.242244 1.122094 -0.611582 0.051 0.269 -0.143 0.0655
H -2.447035 -1.735910 2.123252 -0.189 -0.171 0.011 0.0777
C 1.272027 1.105140 -1.078983 -0.777 -0.286 -1.814 -0.3414
O -1.937682 -0.929508 2.080668 -0.040 0.123 -0.099 -0.0560
H -0.368384 -1.938901 -0.951972 0.335 0.248 -0.184 0.0735
H 1.180460 1.941726 -1.794060 0.235 0.589 0.892 0.1041
H -2.434441 0.391198 0.547546 0.423 0.510 0.423 0.1132
```
Forces are in eV/Å.

Its multiplicity is 1. The structure (SMILES) is NCC[C@H](N)CO. For the HOMO energy, the calculation gives -8.958 eV. Its largest force on an atom is 0.0388 hartree/bohr. The calculation puts the total energy at -9369.513 eV. Its relative energy (zero: lowest compared OMol25 entry of this formula, charge and spin) is 38.76 kcal per mole.

4.
Density functional theory data (the ωB97M-V functional and the def2-TZVPD basis) for a single C4H12N2O molecule in a non-equilibrium geometry.

XYZ file:
```
19
Properties=species:S:1:pos:R:3:forces:R:3:lowdin_charge:R:1
H 2.808483 1.278624 -0.215505 -0.287 0.509 -0.300 0.1014
H 0.226336 1.721437 -0.076222 0.102 0.023 0.090 0.1068
H 1.032404 1.558426 -2.066656 0.256 -0.225 -0.428 0.0616
O -2.768442 -0.461079 0.450173 -0.042 -0.259 -0.423 -0.0539
H -0.476939 -2.004146 1.389619 -0.493 -0.034 0.201 0.0573
C -0.241389 -0.334135 0.173796 -1.773 1.025 0.699 -0.3946
H -0.514690 -0.451833 -0.880783 0.333 -0.455 -0.028 0.1399
H 2.492251 0.957082 -2.513270 -0.383 -0.097 -0.073 0.0635
H 2.413677 -0.360029 -0.412250 -0.287 0.000 0.112 0.1002
H 0.658215 -2.186354 0.268460 0.132 0.082 0.001 0.0757
N 0.230450 -1.507115 0.884948 0.755 -0.465 -0.656 0.0524
H -2.697809 -1.411977 0.569533 -0.036 -0.072 -0.002 0.0785
H 0.982487 1.007983 1.339059 0.113 -0.149 0.077 0.1200
C 0.740492 0.822611 0.293659 0.163 0.195 -0.628 -0.1938
H -1.430500 -0.021045 1.932483 0.073 0.212 0.151 0.1212
H -1.686823 1.206008 0.687766 -0.117 0.118 -0.055 0.1117
C 1.985339 0.642303 -0.562990 0.430 -1.091 0.032 -0.2921
N 1.634009 0.731627 -2.007813 0.293 0.826 0.889 -0.0101
C -1.562815 0.142430 0.856652 0.768 -0.143 0.341 -0.2457
```
Forces are in eV/Å.

Its multiplicity is 1. The structure (SMILES) is NCC[C@@H](N)CO. For the HOMO energy, the calculation gives -9.353 eV. Its largest force on an atom is 0.0421 hartree/bohr. The calculation puts the total energy at -9369.772 eV. Its relative energy (zero: lowest compared OMol25 entry of this formula, charge and spin) is 32.79 kcal per mole.

5.
Density functional theory data (the ωB97M-V functional and the def2-TZVPD basis) for a molecular structure, C4H12N2O.

XYZ file:
```
19
Properties=species:S:1:pos:R:3:forces:R:3:lowdin_charge:R:1
H 1.017253 3.601426 -0.075295 -0.066 0.017 0.020 0.0489
H 1.380985 -0.439208 -1.312122 -0.111 0.079 0.164 0.0889
H -0.823590 3.331136 0.077833 0.052 0.111 -0.129 0.0528
H -0.647542 -0.541350 0.254883 0.040 -0.138 0.077 0.0684
N -0.518910 -1.296125 -0.421594 -0.274 0.222 0.059 -0.0441
H -1.551266 1.500432 1.378272 -0.029 0.022 0.128 0.0881
H 0.211423 -3.204220 -0.710914 -0.049 -0.009 0.111 0.0825
C 0.078269 -2.507652 0.117990 0.211 -0.010 0.072 -0.1072
N -0.628576 1.125025 1.550950 -0.049 -0.048 -0.152 0.0084
O 0.570120 -1.715635 -2.667327 -0.049 -0.004 0.117 -0.1509
C 0.482934 -0.752365 -1.885138 0.462 -0.122 -0.832 -0.3861
H 1.382850 1.666271 1.389150 0.112 -0.032 -0.071 0.1029
C 0.189258 3.035373 0.324881 -0.025 0.102 -0.205 -0.0164
H -1.390390 -1.496234 -0.897548 -0.066 -0.026 0.108 0.1215
C 0.392339 1.973997 1.083819 -0.064 -0.187 0.427 -0.2946
H 1.069091 -2.272997 0.513001 -0.054 0.051 -0.028 0.0858
H -0.515469 -2.943860 0.920840 -0.053 -0.131 -0.077 0.0756
H -0.531001 0.831772 2.511768 0.042 0.032 0.009 0.0872
H -0.167780 0.104221 -2.153455 -0.031 0.071 0.203 0.0881
```
Forces are in eV/Å.

Its multiplicity is 1. For the HOMO energy, the calculation gives -7.979 eV. Its largest force on an atom is 0.0187 hartree/bohr. The calculation puts the total energy at -9368.334 eV. Its relative energy (zero: lowest compared OMol25 entry of this formula, charge and spin) is 65.94 kcal per mole.

6.
Density functional theory data (the ωB97M-V functional and the def2-TZVPD basis) for 3 unconnected molecules or ions with the total composition C4H12N2O in a non-equilibrium geometry.

XYZ file:
```
19
Properties=species:S:1:pos:R:3:forces:R:3:lowdin_charge:R:1
H 3.584671 0.976223 0.027708 -0.085 -0.021 0.011 0.0557
H -2.611864 -1.349146 -0.097602 -0.154 0.060 0.034 0.0767
O -0.271116 0.526762 -1.412952 -0.064 -0.252 0.332 0.0327
N -2.690791 0.692546 0.328513 0.173 -0.026 -0.029 -0.0086
C -0.255334 -0.621143 -0.715872 -2.031 0.165 0.400 -0.2694
H 2.357468 1.018880 -1.234616 -0.027 -0.018 0.084 0.0552
N 2.135401 -0.582355 0.214682 -0.523 -0.129 0.742 -0.1629
C 0.081463 -0.736279 0.616042 2.761 0.253 -0.772 -0.0720
H -2.302368 1.411766 0.923916 -0.044 -0.035 -0.012 0.0780
H 1.969637 1.483109 0.440767 0.018 -0.011 -0.052 0.0538
H 0.164628 0.141238 1.244187 -0.111 -0.036 0.081 0.0968
H 0.093101 1.246347 -0.877289 0.084 -0.121 -0.033 0.0984
C 2.523724 0.747596 -0.171313 0.001 0.121 0.006 -0.3094
H -0.361886 -1.489911 -1.353043 -0.080 0.046 0.106 0.1420
H 2.491880 -1.260808 -0.457103 -0.265 0.003 0.042 0.0156
H 0.139686 -1.720855 1.052660 -0.142 0.091 0.059 0.1030
H -2.697322 0.993150 -0.637791 0.029 -0.003 0.072 0.0760
H -2.190267 -0.887765 1.576609 0.391 0.004 -0.027 0.0846
C -2.160711 -0.589354 0.532494 0.070 -0.090 -1.045 -0.1462
```
Forces are in eV/Å.

Its multiplicity is 1. For the HOMO energy (spin up / spin down), the calculation gives -6.054 / -6.056 eV. Its largest force on an atom is 0.0560 hartree/bohr. The calculation puts the total energy at -9364.934 eV. Its relative energy (zero: lowest compared OMol25 entry of this formula, charge and spin) is 144.35 kcal per mole.

Q: The highest relative energy (zero: lowest compared OMol25 entry of this formula, charge and spin) belongs to which entry?
A: number 6

Q: Among the records above, which one has the highest relative energy (zero: lowest compared OMol25 entry of this formula, charge and spin)?
A: number 6